Entry 1:
C3H11NO | ωB97M-V with the def2-TZVPD basis set

CARTESIAN COORDINATES (ANGSTROEM)
O  2.42  -0.32  0.39
N  0.82  0.96  -1.32
C  -1.75  0.28  0.48
C  -0.94  -0.52  -0.50
C  1.44  -0.75  1.11
H  -0.99  -1.60  -0.40
H  -1.66  -0.10  1.49
H  0.59  1.93  -1.15
H  1.09  -0.08  1.94
H  1.64  0.62  -0.75
H  -1.16  -0.29  -1.53
H  -1.43  1.32  0.47
H  0.95  0.78  -2.31
H  -2.81  0.25  0.18
H  1.49  -1.78  1.50
H  0.32  -0.69  0.41

Calculated values
gap between HOMO and LUMO (alpha / beta) = 7.646 / 7.722 eV
HOMO energy (alpha / beta) = -8.28 / -8.33 eV

Entry 2:
C20H30MgN5O5PS4 | ωB97M-V with the def2-TZVPD basis set

CARTESIAN COORDINATES (ANGSTROEM)
S  5.66  -1.28  5.19
S  -3.94  -0.31  0.83
S  -1.20  1.75  1.66
S  2.68  0.73  -1.13
P  -1.03  1.60  -2.17
Mg  0.27  -0.05  -0.10
O  1.68  1.57  -0.43
O  2.99  1.13  -2.48
O  2.23  -0.66  -0.97
O  -0.74  -3.10  -2.60
O  -0.58  -1.27  -1.34
N  -6.25  1.71  2.85
N  -0.87  -1.50  1.33
N  1.63  -0.11  1.84
N  4.47  0.97  5.82
N  -3.23  3.90  3.77
C  -0.87  -2.92  1.01
C  -5.21  1.45  2.42
C  1.82  0.98  2.57
C  -0.38  4.19  -1.24
C  4.53  -0.10  5.00
C  -0.49  3.34  -2.50
C  -3.93  1.09  1.85
C  -2.87  1.90  2.17
C  2.38  -1.18  2.10
C  3.53  -0.09  3.88
C  -1.52  -3.20  -0.35
C  3.33  -1.22  3.10
C  -0.88  -2.49  -1.54
C  -0.48  0.78  -3.74
C  2.76  1.04  3.59
C  -2.85  1.68  -2.41
C  -3.09  3.01  3.05
C  -3.55  2.58  -1.40
C  4.19  0.89  -0.23
C  -0.88  1.42  -5.07
H  5.05  0.93  6.64
H  3.91  -2.11  3.28
H  0.16  -3.30  1.00
H  2.87  1.98  4.11
H  -1.95  1.34  -5.26
H  -1.16  3.81  -3.23
H  4.53  1.92  -0.34
H  4.03  0.65  0.82
H  2.21  -2.05  1.47
H  -1.81  -1.10  1.17
H  -3.30  3.63  -1.58
H  -3.25  2.33  -0.38
H  0.30  3.73  -0.52
H  -0.62  2.48  -5.11
H  -4.63  2.48  -1.47
H  -0.84  -0.25  -3.67
H  -1.41  -3.51  1.77
H  1.19  1.83  2.34
H  -3.21  0.65  -2.29
H  -1.34  4.29  -0.73
H  -3.08  2.00  -3.44
H  -1.51  -4.28  -0.54
H  -0.01  5.19  -1.48
H  3.63  1.52  5.87
H  0.50  3.26  -2.97
H  0.61  0.71  -3.67
H  -0.37  0.93  -5.90
H  -0.69  -1.34  2.32
H  4.91  0.21  -0.67
H  -2.56  -2.88  -0.30

Calculated values
gap between HOMO and LUMO = 3.759 eV
HOMO energy = -0.99 eV
net charge = -2

Calculated calculated total energy in order - -6822.4023 -96996.5151 eV
Calculated energy above the lowest of the compared OMol25 structures with the same formula, charge and spin in order - 111.7 0.0 kcal/mol